A molecular structure, C20H15ClIrN2O5. Source: OMol25; level of theory: wB97M-V/def2-TZVPD.

Properties
2S+1 = 5
Total charge = -1
HOMO (alpha / beta) = -3.84 / -5.11 eV
Orbital gap (alpha / beta) = 0.2372 / 0.2233 Ha
Max |F| = 0.60 eV/Å
E_tot = -49562.1522 eV

CARTESIAN COORDINATES (ANGSTROEM)
Ir (-0.3288, -0.4675, -0.5346)
O (5.1199, 2.5827, -1.3509)
C (3.9361, 1.9200, -1.2152)
C (2.9536, 1.9600, -2.1966)
C (1.7828, 1.2633, -1.9754)
N (1.5789, 0.6017, -0.8398)
C (2.5474, 0.4941, 0.0650)
C (3.7500, 1.1566, -0.0711)
C (2.2658, -0.5102, 1.1719)
O (3.0172, -0.5317, 2.1412)
O (1.2172, -1.2149, 0.9699)
C (0.7088, 1.0895, -3.0463)
O (0.7381, 1.8516, -4.0107)
O (-0.0605, 0.1045, -2.8197)
H (5.1120, 3.0483, -2.1936)
H (3.0708, 2.4953, -3.1312)
H (4.5120, 1.0479, 0.6863)
Cl (-3.7066, -0.5852, -0.2579)
C (-2.2304, 0.3175, -0.8854)
H (-2.3255, 1.3325, -0.5040)
H (-2.3357, 0.3401, -1.9675)
C (-2.1611, 1.6576, 4.5683)
C (-1.0785, 1.7798, 3.7036)
C (-0.8264, 0.8039, 2.7567)
C (-1.6378, -0.3368, 2.6900)
C (-2.7333, -0.4509, 3.5581)
C (-2.9926, 0.5461, 4.4830)
N (-1.3703, -1.2580, 1.6944)
C (-1.5751, -2.5903, 1.9178)
C (-1.8181, -3.4128, 0.8056)
C (-2.0063, -4.7702, 0.9710)
C (-1.9168, -5.3460, 2.2370)
C (-1.6355, -4.5479, 3.3410)
C (-1.4721, -3.1828, 3.1915)
H (-2.3644, 2.4330, 5.2964)
H (-0.4306, 2.6455, 3.7610)
H (0.0049, 0.8804, 2.0701)
H (-3.3968, -1.2999, 3.4609)
H (-3.8544, 0.4619, 5.1333)
H (-1.8780, -2.9553, -0.1731)
H (-2.2131, -5.3874, 0.1061)
H (-2.0467, -6.4141, 2.3583)
H (-1.5277, -4.9948, 4.3214)
H (-1.2118, -2.5672, 4.0416)



11 unconnected molecules or ions with the total composition C42H43N11O10 at a distorted geometry. Source: OMol25; level of theory: wB97M-V/def2-TZVPD.

Properties
2S+1 = 1
SMILES string = O=[N+]([O-])c1ccccc1.O=[N+]([O-])c1ccccc1.O=[N+]([O-])c1ccccc1.O=[N+]([O-])c1ccccc1.O=[N+]([O-])c1ccccc1.CC#N.CC#N.CC#N.CC#N.CC#N.CC#N
HOMO = -9.54 eV
Orbital gap = 0.3016 Ha
Max |F| = 1.31 eV/Å
E_tot = -81102.8906 eV

CARTESIAN COORDINATES (ANGSTROEM)
C (-4.6189, -21.1553, 19.0237)
C (-5.5216, -21.3316, 17.8941)
N (-6.2727, -21.4712, 17.0388)
H (-3.8032, -21.8658, 19.0555)
H (-5.2462, -21.3678, 19.8999)
H (-4.2942, -20.1215, 19.0943)
C (-2.3765, -18.8360, 21.1477)
C (-1.7747, -18.5752, 19.8527)
N (-1.3190, -18.4052, 18.8123)
H (-3.1200, -19.6287, 21.0225)
H (-2.9412, -17.9845, 21.5120)
H (-1.6430, -19.1915, 21.8568)
C (2.4912, -17.6690, 22.1931)
C (1.1130, -17.2272, 22.3504)
N (0.0331, -16.8733, 22.4758)
H (3.1433, -16.7980, 22.2835)
H (2.6522, -18.0905, 21.2029)
H (2.7590, -18.4147, 22.9353)
C (-0.3545, -19.8746, 24.2691)
C (0.3033, -20.2972, 23.0397)
N (0.8381, -20.6454, 22.0880)
H (-1.0950, -19.0903, 24.1113)
H (0.4018, -19.5954, 24.9959)
H (-0.9796, -20.7010, 24.6185)
C (-5.2985, -21.7074, 25.0244)
C (-4.3075, -20.9371, 24.2707)
N (-3.5329, -20.3464, 23.6697)
H (-4.8075, -22.5968, 25.4169)
H (-6.1228, -21.9577, 24.3628)
H (-5.6529, -21.1216, 25.8701)
C (0.9458, -16.1511, 18.9369)
C (1.1017, -16.3097, 17.4931)
N (1.1888, -16.3898, 16.3559)
H (1.5827, -15.3650, 19.3303)
H (1.0551, -17.1056, 19.4412)
H (-0.0923, -15.8296, 19.0570)
C (-8.1597, -19.9945, 21.8816)
C (-8.6270, -19.7597, 20.6046)
C (-7.8205, -19.0850, 19.6940)
C (-6.5847, -18.6435, 20.1022)
C (-6.1229, -18.8482, 21.3906)
C (-6.8988, -19.5502, 22.2874)
N (-5.7122, -17.9619, 19.1426)
O (-4.8149, -17.2595, 19.5682)
O (-5.8792, -18.2233, 17.9661)
H (-8.7791, -20.4809, 22.6274)
H (-9.6037, -20.0870, 20.2787)
H (-8.1820, -18.8904, 18.6935)
H (-5.1280, -18.5185, 21.6538)
H (-6.5891, -19.7643, 23.2951)
C (1.5887, -19.9761, 17.7419)
C (2.8016, -19.9766, 18.4124)
C (3.9492, -20.4205, 17.7802)
C (3.8600, -20.9071, 16.4945)
C (2.6532, -20.9480, 15.8236)
C (1.5197, -20.4466, 16.4382)
N (5.0876, -21.3101, 15.8054)
O (6.0586, -21.5536, 16.4935)
O (5.0555, -21.3807, 14.5930)
H (0.7038, -19.5375, 18.1892)
H (2.8519, -19.7511, 19.4704)
H (4.9054, -20.3521, 18.2797)
H (2.6009, -21.3798, 14.8336)
H (0.5766, -20.5248, 15.9131)
C (-3.0930, -18.5534, 15.9744)
C (-3.8922, -19.1965, 15.0456)
C (-3.4195, -19.4295, 13.7644)
C (-2.1593, -18.9772, 13.4202)
C (-1.3571, -18.3141, 14.3225)
C (-1.8263, -18.0983, 15.6113)
N (-1.6668, -19.2133, 12.0618)
O (-0.6272, -18.6764, 11.7345)
O (-2.3476, -19.9152, 11.3392)
H (-3.4493, -18.3146, 16.9696)
H (-4.8872, -19.5357, 15.3088)
H (-4.0128, -19.9738, 13.0430)
H (-0.3535, -18.0064, 14.0616)
H (-1.2278, -17.4944, 16.2764)
C (-2.5679, -16.0202, 25.0223)
C (-2.6397, -16.4510, 26.3393)
C (-3.7237, -17.1927, 26.7578)
C (-4.7207, -17.4744, 25.8432)
C (-4.6740, -17.0553, 24.5340)
C (-3.5727, -16.3343, 24.1150)
N (-5.8634, -18.2785, 26.2928)
O (-5.9870, -18.4807, 27.4810)
O (-6.6198, -18.7278, 25.4428)
H (-1.7254, -15.4225, 24.6999)
H (-1.8541, -16.1697, 27.0272)
H (-3.8047, -17.5622, 27.7690)
H (-5.5048, -17.2772, 23.8803)
H (-3.4707, -15.9624, 23.1042)
C (-1.6365, -21.5819, 17.6208)
C (-2.5049, -22.1911, 16.7237)
C (-2.4688, -23.5651, 16.5544)
C (-1.6381, -24.3276, 17.3604)
C (-0.7845, -23.7508, 18.2648)
C (-0.7997, -22.3669, 18.4061)
N (-1.6548, -25.7913, 17.2229)
O (-0.9720, -26.4302, 17.9986)
O (-2.4065, -26.2760, 16.4036)
H (-1.7270, -20.5220, 17.8260)
H (-3.2166, -21.6016, 16.1607)
H (-3.1638, -24.0550, 15.8865)
H (-0.1120, -24.3481, 18.8623)
H (-0.1876, -21.9334, 19.1896)



> max |F| of number 1 (C20H15ClIrN2O5)?

0.60 eV/Å



> Which value of E_tot does entry 2 give?

-81102.8906 eV



Copy entry 1 word for word.
A molecular structure, C20H15ClIrN2O5. Source: OMol25; level of theory: wB97M-V/def2-TZVPD.

Properties
2S+1 = 5
Total charge = -1
HOMO (alpha / beta) = -3.84 / -5.11 eV
Orbital gap (alpha / beta) = 0.2372 / 0.2233 Ha
Max |F| = 0.60 eV/Å
E_tot = -49562.1522 eV

CARTESIAN COORDINATES (ANGSTROEM)
Ir (-0.3288, -0.4675, -0.5346)
O (5.1199, 2.5827, -1.3509)
C (3.9361, 1.9200, -1.2152)
C (2.9536, 1.9600, -2.1966)
C (1.7828, 1.2633, -1.9754)
N (1.5789, 0.6017, -0.8398)
C (2.5474, 0.4941, 0.0650)
C (3.7500, 1.1566, -0.0711)
C (2.2658, -0.5102, 1.1719)
O (3.0172, -0.5317, 2.1412)
O (1.2172, -1.2149, 0.9699)
C (0.7088, 1.0895, -3.0463)
O (0.7381, 1.8516, -4.0107)
O (-0.0605, 0.1045, -2.8197)
H (5.1120, 3.0483, -2.1936)
H (3.0708, 2.4953, -3.1312)
H (4.5120, 1.0479, 0.6863)
Cl (-3.7066, -0.5852, -0.2579)
C (-2.2304, 0.3175, -0.8854)
H (-2.3255, 1.3325, -0.5040)
H (-2.3357, 0.3401, -1.9675)
C (-2.1611, 1.6576, 4.5683)
C (-1.0785, 1.7798, 3.7036)
C (-0.8264, 0.8039, 2.7567)
C (-1.6378, -0.3368, 2.6900)
C (-2.7333, -0.4509, 3.5581)
C (-2.9926, 0.5461, 4.4830)
N (-1.3703, -1.2580, 1.6944)
C (-1.5751, -2.5903, 1.9178)
C (-1.8181, -3.4128, 0.8056)
C (-2.0063, -4.7702, 0.9710)
C (-1.9168, -5.3460, 2.2370)
C (-1.6355, -4.5479, 3.3410)
C (-1.4721, -3.1828, 3.1915)
H (-2.3644, 2.4330, 5.2964)
H (-0.4306, 2.6455, 3.7610)
H (0.0049, 0.8804, 2.0701)
H (-3.3968, -1.2999, 3.4609)
H (-3.8544, 0.4619, 5.1333)
H (-1.8780, -2.9553, -0.1731)
H (-2.2131, -5.3874, 0.1061)
H (-2.0467, -6.4141, 2.3583)
H (-1.5277, -4.9948, 4.3214)
H (-1.2118, -2.5672, 4.0416)



> Look up the E_tot of the second one.

-81102.8906 eV